No. 1
A single C6H9IN2O molecule in a non-equilibrium geometry. Source: OMol25; level of theory: ωB97M-V/def2-TZVPD.

Each line ends with the Mulliken charge.
Atoms and positions in Å:
C: 1.520711 1.276680 -1.472753  -1.2064
C: 1.153563 0.410123 -0.272080  0.2247
C: 0.627589 1.161278 0.897284  -1.2281
I: 2.927372 -0.801940 0.193692  0.1483
N: -0.101998 -0.784580 -0.769155  0.2092
C: -0.165548 -2.003658 -0.104977  -0.4318
C: -0.910941 -2.846634 -0.908399  -0.5204
N: -1.312200 -2.064006 -1.989501  -0.1028
C: -0.797751 -0.778882 -1.930112  0.2263
O: -1.025983 0.219073 -2.571564  -0.6313
H: 0.657184 1.927663 -1.863336  0.2918
H: 2.385159 1.977428 -1.254572  0.4113
H: 2.123786 0.673141 -2.280940  0.3773
H: 1.229929 1.975190 1.144571  0.4107
H: 0.614409 0.572534 1.827771  0.3771
H: -0.500310 1.445623 0.791053  0.3003
H: 0.083377 -2.072069 0.914890  0.4656
H: -1.247982 -3.830536 -0.825594  0.4560
H: -1.807265 -2.500920 -2.765158  0.2221

Cartesian forces, eV/Å:
C 1.474 0.479 -1.751
C -1.661 -1.958 -2.120
C -3.226 -1.443 1.095
I -0.631 0.408 0.025
N 3.607 1.992 2.835
C -1.547 -0.984 -2.010
C 1.278 2.945 0.892
N -0.302 -1.173 -1.056
C -0.501 0.137 0.883
O -0.275 0.276 -1.619
H 1.252 -1.442 0.430
H -1.150 -0.538 0.681
H -2.065 0.798 1.109
H 0.934 1.637 -0.017
H 0.082 -0.215 -0.407
H 2.146 -0.174 -0.336
H 0.645 -0.386 0.760
H -0.351 -1.175 0.395
H 0.292 0.818 0.209

SMILES string = CC(C)(I)n1cc[nH]c1=O
HOMO energy = -7.8 eV
2S+1 = 1

***

No. 2
2 unconnected molecules or ions with the total composition C12H9ClN5O7S in a non-equilibrium geometry. Source: OMol25; level of theory: ωB97M-V/def2-TZVPD.

Each line ends with the Mulliken charge.
Atoms and positions in Å:
O: -8.026651 -2.082415 -0.910012  -0.5995
N: -7.418772 -0.988315 -0.861427  0.9244
O: -8.002911 0.117288 -0.959839  -0.5974
C: -6.003422 -0.990510 -0.681494  -0.0022
C: -5.312289 0.228736 -0.606101  -0.4624
C: -3.936691 0.236594 -0.390059  -0.2442
C: -3.231891 -0.966765 -0.232341  -0.0816
S: -1.450936 -0.934314 0.162186  1.0331
C: -0.597094 -0.914864 -1.336887  -0.6120
Cl: 1.037004 -0.708549 -1.439814  -0.2707
O: -1.271215 0.329320 0.841608  -0.6735
O: -1.206900 -2.187276 0.844140  -0.6412
C: -3.924372 -2.184669 -0.325294  -0.3409
C: -5.300994 -2.199984 -0.545300  -0.4211
H: -5.869602 1.154992 -0.706341  0.4271
H: -3.422659 1.191870 -0.331181  0.4160
H: -1.055118 -1.449718 -2.161768  0.3153
H: -3.394766 -3.126965 -0.212232  0.4045
H: -5.850331 -3.134999 -0.601759  0.4300
C: 4.447720 0.540569 3.692713  -0.6323
O: 5.193096 1.522258 2.923387  -0.3844
C: 4.946534 1.495262 1.612240  0.5663
N: 5.679928 2.339627 0.865981  -0.5867
C: 5.474141 2.234407 -0.432154  0.6200
N: 6.103776 2.923515 -1.454061  -0.5146
O: 5.596561 2.390651 -2.608055  -0.1862
N: 4.581547 1.310168 -2.303708  0.7025
O: 4.087275 0.717353 -3.240880  -0.6294
C: 4.502102 1.280565 -0.945934  0.8293
C: 3.742915 0.497032 -0.082724  -0.5085
N: 4.008655 0.632145 1.215083  -0.4233
H: 4.698435 0.776873 4.725236  0.2273
H: 3.372050 0.640770 3.509567  0.3098
H: 4.778667 -0.471882 3.433594  0.2891
H: 3.026214 -0.218765 -0.456360  0.3176

Cartesian forces, eV/Å:
O 1.155 1.912 0.086
N -2.825 0.087 -0.375
O 1.044 -2.031 0.167
C 1.953 -0.072 0.356
C -0.136 -0.259 0.011
C -0.119 -0.249 0.026
C -0.326 -0.085 -0.559
S 1.423 -0.112 -2.643
C -4.190 0.054 0.044
Cl 2.215 0.408 0.114
O 0.109 0.018 1.009
O -0.485 -0.170 1.291
C -0.043 0.340 -0.036
C -0.316 0.327 -0.058
H 0.141 -0.170 0.002
H 0.097 -0.279 0.043
H -0.007 -0.186 0.350
H 0.030 0.258 0.052
H 0.125 0.165 0.003
C 0.146 0.315 0.115
O -0.377 -0.375 -0.197
C 1.478 1.664 -0.690
N -0.369 -0.596 2.030
C 0.007 0.361 -3.082
N -1.518 -1.803 2.074
O -1.338 -1.408 0.637
N 0.665 0.883 -0.243
O 0.495 0.668 1.173
C 1.455 1.273 -1.859
C 0.855 0.150 1.391
N -1.330 -1.132 -1.762
H -0.045 -0.079 -0.054
H 0.349 -0.076 0.129
H -0.141 0.257 0.066
H -0.177 -0.056 0.390

total charge = -1
HOMO energy = -3.2 eV
2S+1 = 1

***

No. 3
A gas-phase ion, C4H11N2 (charge +1) in a non-equilibrium geometry. Source: OMol25; level of theory: ωB97M-V/def2-TZVPD.

Each line ends with the Mulliken charge.
Atoms and positions in Å:
C: 0.151660 2.525521 0.774395  -1.0692
C: 1.043295 1.537238 -0.010802  -0.6060
C: 1.069643 0.069070 0.446756  -0.5401
N: -0.252839 -0.540899 0.163326  -0.2034
C: -0.487005 -1.790497 -0.197909  0.1974
N: -1.432823 -2.049054 -1.107845  -0.3116
H: 0.821875 3.236129 1.247488  0.3386
H: -0.588950 2.067594 1.438633  0.3521
H: -0.462970 3.041952 0.049739  0.3059
H: 2.014368 2.005145 -0.141652  0.4231
H: 0.558298 1.428579 -1.003130  0.2570
H: 1.115964 0.092471 1.540146  0.2885
H: 1.772590 -0.553121 -0.085125  0.4756
H: -1.021662 0.094193 -0.048416  0.2535
H: 0.385732 -2.424235 -0.058487  0.3614
H: -1.637245 -2.999938 -1.372443  0.2594
H: -1.795364 -1.206973 -1.501363  0.2178

Cartesian forces, eV/Å:
C 0.108 -0.553 -0.405
C -1.471 -0.590 -1.340
C -0.738 0.749 1.500
N -1.491 -0.547 -0.597
C 1.693 1.748 -1.804
N 1.231 -0.270 2.061
H -0.489 0.080 0.526
H 0.497 -0.004 0.362
H 0.033 0.489 -0.113
H 0.218 -0.566 -0.052
H 0.714 0.452 -0.007
H 0.819 -0.518 -0.134
H 0.627 0.117 0.304
H 0.301 0.206 0.225
H -0.683 -0.801 0.456
H -0.322 0.248 -0.283
H -1.048 -0.240 -0.699

SMILES string = CCCNC=[NH2+]
total charge = +1
HOMO energy = -15.1 eV
2S+1 = 1

***

No. 4
A single CO4 molecule in a non-equilibrium geometry. Source: OMol25; level of theory: ωB97M-V/def2-TZVPD.

Each line ends with the Mulliken charge.
Atoms and positions in Å:
C: -0.435530 0.382627 -0.165204  0.6921
O: 1.068382 -0.846807 0.700180  0.0013
O: 0.404181 0.903300 0.620278  -0.3367
O: 0.353212 -1.078793 -0.370324  -0.0209
O: -1.390246 0.639672 -0.784931  -0.3358

Cartesian forces, eV/Å:
C 0.735 1.573 -0.102
O -0.056 -2.020 -1.663
O -1.482 0.735 -0.323
O 0.684 0.272 1.916
O 0.119 -0.560 0.173

HOMO energy (spin up / spin down) = -12.2 / -11.4 eV
2S+1 = 1

***

No. 5
A single C3H5NO3 molecule in a non-equilibrium geometry. Source: OMol25; level of theory: ωB97M-V/def2-TZVPD.

Each line ends with the Mulliken charge.
Atoms and positions in Å:
C: 0.336480 -0.394709 0.254938  0.2763
C: -0.762320 0.350948 -0.565819  -0.2808
C: 1.843309 0.123438 0.300152  -1.0878
N: -2.125666 0.150868 -0.092504  0.9709
O: -2.326034 -0.648019 0.798188  -0.5119
O: -2.930323 0.987653 -0.486092  -0.5710
O: 0.007884 -1.425088 -0.611558  -0.4648
H: -0.068910 -0.468234 1.185873  0.4067
H: -0.540824 0.759574 -1.559982  0.3448
H: 2.396731 -0.825888 0.217766  0.3061
H: 1.955726 0.710092 1.191578  0.3355
H: 2.213950 0.679365 -0.632541  0.2760

Cartesian forces, eV/Å:
C 1.500 1.633 -2.887
C 2.592 -4.176 -0.577
C -1.378 -0.869 -2.557
N -0.195 1.002 0.812
O 0.017 -0.005 -0.606
O 0.375 -0.455 -0.328
O -1.197 3.755 0.167
H -0.741 -0.744 2.898
H -0.651 -0.147 0.569
H 0.160 0.439 0.810
H 0.513 0.047 0.377
H -0.995 -0.479 1.321

HOMO energy (spin up / spin down) = -10.9 / -10.9 eV
2S+1 = 1

***

No. 6
A molecular structure, C58H54BrFN4O3P2Tc. Source: OMol25; level of theory: ωB97M-V/def2-TZVPD.

Each line ends with the Mulliken charge.
Atoms and positions in Å:
Tc: 1.083130 -0.024462 0.500651  -0.2680
C: 1.147928 -1.134785 -2.600970  -1.3436
P: 1.024927 0.538195 -1.845059  0.2213
C: -0.697006 1.285417 -1.846779  2.1607
C: -0.615799 2.786846 -1.906465  -0.7545
C: -1.697530 3.570986 -1.676340  -1.2700
C: -2.972831 3.150267 -1.223933  -0.9313
C: -3.280679 1.932510 -0.575042  -1.5636
C: -2.436005 0.937389 -0.197830  -0.4381
C: 2.113625 1.468492 -2.969149  1.1588
C: 1.641564 1.845755 -4.230640  -0.5694
C: 2.509362 2.405685 -5.154354  -0.8363
C: 3.853499 2.574699 -4.843489  -0.7376
C: 4.328256 2.178647 -3.604235  -0.7875
C: 3.462397 1.628203 -2.669174  -0.7119
C: 1.970339 -1.933595 -1.632552  -0.6039
C: 2.661088 -3.097156 -1.800583  -1.2738
C: 3.144115 -3.500660 -0.515804  -1.3223
C: 2.700559 -2.590051 0.394513  -0.7238
C: 2.756858 -2.546252 1.887095  -1.2598
P: 2.530356 -0.777501 2.299304  1.4668
C: 4.290147 -0.274210 2.243857  1.4137
C: 5.034940 0.027446 3.379713  -1.0746
C: 6.404087 0.246197 3.282578  -0.7791
C: 7.043454 0.154492 2.057054  -0.7849
C: 6.311070 -0.161206 0.919508  -0.6336
C: 4.945623 -0.375188 1.010534  -1.0501
C: 2.053115 -0.619109 4.037667  0.5762
C: 2.129340 0.656969 4.601841  -1.1928
C: 1.751080 0.869419 5.918253  -0.9570
C: 1.270908 -0.192421 6.679064  -0.7707
C: 1.183112 -1.458715 6.120945  -0.7709
C: 1.575400 -1.675107 4.804750  -0.5590
N: 2.000613 -1.591154 -0.276093  2.3836
H: 1.646025 -1.053287 -3.564568  0.8390
H: 0.162547 -1.582898 -2.745816  0.3937
H: 0.322402 3.245032 -2.188400  0.4574
H: -1.583990 4.630541 -1.882975  0.5654
H: -3.785336 3.858927 -1.322300  0.4853
H: -4.308862 1.779810 -0.268868  0.5215
H: -2.764705 0.096253 0.399932  0.2870
H: 0.599678 1.727573 -4.492768  0.3268
H: 2.132490 2.703968 -6.124446  0.4928
H: 4.530082 3.002486 -5.572098  0.4095
H: 5.376781 2.296034 -3.361209  0.4735
H: 3.851244 1.301148 -1.718112  0.4056
H: 2.802959 -3.624023 -2.732739  0.6043
H: 3.706999 -4.397058 -0.300259  0.6087
H: 3.711415 -2.893864 2.277819  0.6793
H: 1.959530 -3.154543 2.324240  0.7361
H: 4.565060 0.083350 4.351376  0.4797
H: 6.972165 0.477398 4.174464  0.4523
H: 8.112045 0.312134 1.989786  0.4265
H: 6.806460 -0.247088 -0.039566  0.4925
H: 4.390655 -0.649405 0.119523  0.2376
H: 2.536316 1.466513 4.004929  1.1004
H: 1.848319 1.853411 6.362373  0.5113
H: 0.990228 -0.035230 7.712581  0.4484
H: 0.815748 -2.287256 6.712821  0.4927
H: 1.517618 -2.673830 4.389476  0.4154
C: -5.090913 -0.913822 -5.972140  -1.8368
C: -5.424539 -1.680337 -4.703794  0.5372
C: -5.772764 -3.130892 -4.989973  -0.9752
C: -6.249059 -3.811224 -3.716999  -1.1117
C: -5.236204 -3.640740 -2.614247  1.1455
C: -5.218707 -4.505796 -1.538332  -0.9269
C: -4.273019 -4.349715 -0.535684  -0.1395
F: -4.296493 -5.186704 0.511041  -0.3504
C: -3.309203 -3.382681 -0.598337  0.5663
C: -3.296134 -2.508221 -1.683355  0.1933
C: -2.210293 -1.511055 -1.766164  0.1734
O: -1.236924 -1.573192 -1.012935  -0.2420
C: -2.406139 -0.507841 -2.779810  -0.1713
C: -3.426214 -0.665979 -3.700206  -0.5969
N: -4.309502 -1.654766 -3.708243  0.1236
C: -4.284041 -2.609060 -2.668537  -1.0471
C: -1.598749 0.716137 -2.965675  -0.0894
O: -1.644107 1.358926 -3.996894  -0.7097
O: -1.109022 0.866673 -0.505422  2.7756
H: -5.874779 -1.111299 -6.701664  0.4413
H: -4.141006 -1.244349 -6.397186  0.3682
H: -5.057970 0.164862 -5.823386  0.5116
H: -6.286353 -1.211998 -4.219207  0.1473
H: -4.890842 -3.640112 -5.390333  0.3394
H: -6.549168 -3.162764 -5.753014  0.3824
H: -6.428757 -4.872900 -3.885595  0.4816
H: -7.203292 -3.375568 -3.406845  0.3608
H: -5.940146 -5.311999 -1.471799  0.5266
H: -2.559336 -3.284097 0.176607  -0.1426
H: -3.520759 0.080143 -4.472603  0.7170
Br: -0.171631 -4.022903 0.324657  0.1238
C: -0.891424 -2.938283 1.678881  -0.8003
C: -1.865148 -3.492420 2.502813  -0.5378
C: -2.443931 -2.693297 3.469374  -0.8779
C: -2.033652 -1.370665 3.583378  -0.9655
C: -1.049485 -0.926654 2.730675  0.3167
N: -0.469453 -1.686401 1.788267  1.4020
H: -2.167542 -4.519826 2.362436  0.5977
H: -3.204619 -3.097662 4.124636  0.5094
H: -2.461411 -0.712425 4.327968  0.5580
H: -0.667994 0.085045 2.804313  -0.4516
C: -1.460257 2.636579 3.891595  -0.9338
N: -0.649381 3.546240 3.027646  0.2438
C: 0.575911 3.989212 3.760660  -0.8746
C: -0.427818 2.914435 1.628275  0.3922
C: 0.958373 3.064983 1.080222  1.1131
C: 1.371088 4.376673 0.827185  -0.7684
C: 2.660086 4.668199 0.432499  -1.2353
C: 3.555967 3.615799 0.305823  -0.8535
C: 3.126042 2.310612 0.479992  0.5382
C: 1.808367 1.968920 0.808793  1.1558
H: -1.777825 3.173195 4.782577  0.4357
H: -0.832173 1.796574 4.179667  0.3225
H: -2.331373 2.296233 3.336015  0.3390
H: -1.214767 4.377801 2.871255  0.4736
H: 1.272756 3.162009 3.799679  0.3593
H: 0.277010 4.284395 4.763606  0.3934
H: 1.038327 4.824169 3.247531  0.4015
H: -1.161020 3.403017 0.987719  0.1275
H: -0.708996 1.871642 1.731551  -1.6929
H: 0.657406 5.189600 0.952137  0.6108
H: 2.964377 5.688754 0.240498  0.4431
H: 4.587327 3.809549 0.034628  0.5090
H: 3.846350 1.525092 0.349753  0.4189

Cartesian forces, eV/Å:
Tc -0.294 -0.011 0.567
C -0.024 -0.044 -0.051
P 0.276 -0.314 -0.351
C 0.161 0.003 -0.123
C -0.039 -0.143 -0.005
C -0.073 -0.002 0.011
C 0.061 -0.084 0.048
C 0.062 0.155 -0.003
C -0.022 0.074 0.134
C -0.188 0.123 0.095
C 0.039 0.160 0.068
C -0.013 0.000 -0.012
C -0.037 -0.022 -0.017
C 0.032 0.019 0.015
C 0.009 -0.105 0.011
C 0.053 -0.050 0.153
C 0.162 -0.019 0.008
C -0.002 -0.174 -0.069
C 0.040 0.139 -0.181
C -0.154 -0.008 -0.053
P 0.550 -0.032 0.152
C -0.018 -0.032 -0.077
C -0.013 0.056 -0.025
C 0.006 0.018 0.009
C 0.000 -0.010 0.012
C -0.005 0.022 0.001
C -0.005 -0.071 0.036
C -0.057 0.088 -0.048
C -0.068 -0.019 0.033
C -0.043 0.013 -0.032
C 0.028 0.001 0.005
C -0.045 -0.013 -0.012
C 0.020 -0.036 -0.008
N -0.087 -0.047 -0.217
H 0.002 0.001 -0.063
H 0.150 0.075 0.053
H 0.004 -0.032 -0.068
H -0.020 -0.014 -0.007
H 0.015 0.000 0.024
H -0.019 0.017 -0.023
H 0.026 -0.027 -0.005
H -0.088 -0.036 0.003
H 0.018 -0.004 0.025
H -0.025 0.003 0.017
H -0.024 -0.017 -0.001
H 0.008 -0.024 0.036
H -0.009 0.028 0.054
H -0.020 0.062 0.008
H 0.014 -0.045 0.036
H -0.038 0.014 -0.043
H 0.004 -0.023 0.015
H -0.016 -0.006 -0.013
H -0.022 0.013 -0.006
H -0.018 -0.019 0.020
H 0.021 0.016 0.001
H 0.005 0.039 0.013
H 0.007 -0.026 -0.011
H -0.016 0.000 -0.025
H 0.030 0.010 0.000
H -0.009 0.016 0.022
C 0.048 -0.005 0.021
C 0.010 -0.005 -0.025
C 0.040 -0.064 0.065
C 0.039 0.027 -0.008
C -0.107 -0.003 -0.074
C -0.020 -0.025 -0.017
C -0.031 0.079 -0.134
F 0.004 -0.066 0.113
C 0.046 0.060 0.169
C 0.013 0.036 -0.049
C -0.192 -0.005 -0.054
O -0.245 -0.121 -0.029
C 0.108 -0.056 -0.139
C 0.056 -0.018 0.069
N -0.003 -0.043 0.102
C 0.016 0.136 -0.131
C -0.227 0.144 -0.047
O 0.074 -0.195 0.135
O -0.068 0.488 0.249
H 0.004 0.012 0.002
H -0.027 -0.005 -0.010
H 0.010 -0.013 -0.012
H -0.008 0.023 0.046
H -0.025 0.004 -0.029
H 0.004 0.005 -0.002
H 0.007 0.000 0.012
H -0.012 -0.010 0.008
H 0.031 0.030 0.007
H -0.443 -0.030 -0.395
H 0.001 0.017 -0.060
Br 0.410 -0.276 0.296
C 0.276 -0.114 -0.168
C -0.062 0.063 0.169
C -0.023 -0.062 0.008
C -0.057 -0.016 0.056
C 0.087 -0.106 -0.010
N 0.014 0.567 -0.118
H 0.025 -0.023 0.002
H 0.002 0.008 -0.019
H 0.029 -0.004 -0.021
H 0.040 -0.001 0.038
C -0.043 0.055 -0.012
N 0.000 -0.032 0.065
C 0.001 0.041 0.041
C 0.087 -0.066 -0.135
C 0.012 0.066 -0.025
C 0.002 0.036 0.027
C 0.045 0.047 -0.004
C 0.013 0.028 -0.023
C -0.105 0.127 0.106
C -0.175 -0.046 -0.103
H 0.018 0.023 -0.013
H 0.045 -0.023 0.000
H 0.016 -0.006 -0.039
H 0.018 0.050 -0.011
H 0.031 -0.096 0.002
H -0.028 -0.007 0.003
H -0.017 -0.024 -0.018
H -0.114 -0.071 -0.022
H -0.041 -0.037 0.069
H 0.027 -0.028 -0.013
H -0.008 -0.028 0.008
H -0.028 -0.021 0.017
H 0.106 -0.078 -0.070

total charge = +2
HOMO energy (spin up / spin down) = -11.8 / -11.8 eV
2S+1 = 4